No. 1
Here is 10 unconnected molecules or ions with the total composition C14H45N3O17S2 at a distorted geometry from OMol25. Energies are from ωB97M-V with the def2-TZVPD basis set.

Computed properties:
* total charge: 0
* energy: -76184.5106 eV
* molecular weight: 591.65 g/mol
* SMILES: CCOS(C)(=O)=O.CCOS(C)(=O)=O.C[N+](=O)[O-].C[N+](=O)[O-].C[N+](=O)[O-].CO.CO.CO.CO.CO

CARTESIAN COORDINATES (ANGSTROEM)
C -5.51607 -8.91617 -2.86029
C -4.15180 -8.51396 -2.34766
O -4.47886 -7.68228 -1.20693
S -3.31007 -7.27598 -0.16701
C -3.18503 -8.78883 0.79307
O -2.08525 -7.09824 -0.91388
O -3.81097 -6.27304 0.72638
H -6.06929 -8.01789 -3.12488
H -6.05999 -9.47341 -2.09847
H -5.41398 -9.59241 -3.71176
H -3.55152 -9.35076 -1.98130
H -3.57397 -8.05160 -3.15052
H -4.16881 -9.04539 1.18280
H -2.52425 -8.57502 1.62789
H -2.83885 -9.61057 0.17186
C 1.10463 -13.12883 -5.37780
C 0.32015 -11.80992 -5.33733
O -1.02359 -12.09990 -4.99046
S -1.87520 -10.97882 -4.14449
C -1.86490 -9.63517 -5.33654
O -3.21771 -11.43910 -3.97086
O -1.09993 -10.62644 -2.98635
H 1.24553 -13.42060 -6.41990
H 0.61139 -13.92790 -4.83066
H 2.11555 -13.03918 -4.97774
H 0.79840 -11.16123 -4.59505
H 0.39353 -11.25245 -6.27483
H -2.37557 -8.79282 -4.87860
H -2.37713 -9.94749 -6.24121
H -0.81199 -9.41472 -5.49042
C 1.57509 -10.24737 2.04995
N 0.94278 -9.12910 1.29379
O -0.10844 -9.36096 0.75722
O 1.47062 -8.04461 1.31019
H 0.79092 -10.59047 2.71879
H 2.39470 -9.81713 2.61233
H 1.84143 -11.00311 1.31844
C -0.35856 -4.72216 0.62958
N -0.24441 -4.12052 1.99395
O -0.00902 -4.89605 2.90452
O -0.50548 -2.94738 2.13836
H 0.12733 -4.07327 -0.09679
H -1.43642 -4.71219 0.48649
H 0.13810 -5.68279 0.60804
C 0.79218 -7.30770 -1.83050
N 0.34471 -7.60251 -3.20527
O -0.40322 -6.83197 -3.75326
O 0.80520 -8.58795 -3.73079
H 1.83686 -7.02586 -1.96705
H 0.72957 -8.21331 -1.23571
H 0.19584 -6.52640 -1.38419
C 1.53239 -12.22845 -1.69173
O 0.52495 -11.72157 -0.82057
H 1.81989 -13.18776 -1.25362
H 1.16924 -12.44742 -2.69519
H 2.40913 -11.57445 -1.68798
H 0.05258 -11.03509 -1.31763
C 2.34493 -5.29371 -4.40069
O 3.35489 -5.51296 -3.42238
H 1.51820 -4.67675 -4.05202
H 2.74247 -4.71467 -5.24466
H 1.96600 -6.23177 -4.81286
H 4.10951 -5.89809 -3.87253
C -0.19031 -7.31218 -7.53243
O -1.28082 -6.74892 -6.81954
H -0.39900 -8.33542 -7.83811
H 0.13606 -6.69304 -8.37014
H 0.67800 -7.41047 -6.86482
H -0.91372 -6.00139 -6.33957
C 2.38316 -2.62979 -1.57424
O 2.04505 -3.99030 -1.37167
H 3.34739 -2.54945 -2.08018
H 1.62072 -2.12509 -2.17878
H 2.37708 -2.17543 -0.58646
H 2.25919 -4.57374 -2.11041
C 3.32901 -10.10889 -5.18620
O 4.37292 -9.31278 -5.69784
H 2.63322 -10.24835 -6.01094
H 3.67718 -11.08209 -4.80711
H 2.76732 -9.79360 -4.29977
H 4.83650 -8.86640 -4.98438

No. 2
Here is a gas-phase ion, C7H8N5S2 (charge +1) at a distorted geometry from OMol25. Energies are from ωB97M-V with the def2-TZVPD basis set.

Computed properties:
* total charge: +1
* energy: -36500.7157 eV
* molecular weight: 226.31 g/mol

CARTESIAN COORDINATES (ANGSTROEM)
C -3.08212 2.93260 -0.10789
C -3.51677 0.62053 0.46808
C 1.39139 3.25856 -1.04704
C -1.93600 2.14360 -0.14337
C -0.64221 2.47907 -0.44051
C 0.79049 0.81095 -0.36571
C 1.22146 -1.44281 0.09855
N -2.23706 0.83676 0.19389
N 0.15150 3.37965 -0.81535
N 0.63276 -2.62296 0.32142
N 2.55337 -1.38315 0.06734
N 0.41213 -0.39031 -0.04584
S -4.44930 2.01350 0.33127
S 2.14525 1.63111 -0.83443
H -3.14619 3.97716 -0.32457
H -3.91377 -0.33604 0.74532
H 2.03798 4.04903 -1.35817
H 1.17512 -3.45822 0.45984
H -0.36934 -2.68766 0.33033
H 3.12317 -2.19778 0.21702
H 3.01671 -0.50398 -0.10065
H -1.47557 0.14933 0.19581

No. 3
Here is 2 unconnected molecules or ions with the total composition C5H9FO at a distorted geometry from OMol25. Energies are from ωB97M-V with the def2-TZVPD basis set.

Computed properties:
* total charge: 0
* energy: -10090.1782 eV
* molecular weight: 104.12 g/mol

CARTESIAN COORDINATES (ANGSTROEM)
C 0.22785 -1.35352 -1.73723
C 0.11957 -0.34598 -0.50299
C 1.45642 -0.13362 0.14986
C -1.10000 -0.11777 0.08413
C -1.18661 0.68303 1.32907
H -0.70495 -1.31461 -2.29331
H 0.39733 -2.50009 -1.26741
H 1.32024 -1.11279 -2.29929
H 1.49664 0.67831 0.95277
H 1.75112 -1.10712 0.76056
H 3.58082 -0.88653 -0.61538
H -2.05344 -0.58448 -0.11684
H -0.92097 0.18050 2.53512
H -0.34114 1.67684 1.23186
O 2.54033 -0.10603 -0.80428
F -2.43908 1.49170 1.28990

No. 4
Here is a molecular structure, C15H28F6N3O2SbW at a distorted geometry from OMol25. Energies are from ωB97M-V with the def2-TZVPD basis set.

Computed properties:
* total charge: +3
* energy: -49219.1080 eV
* molecular weight: 702.00 g/mol
* 2S+1: 2

CARTESIAN COORDINATES (ANGSTROEM)
W 0.12426 -0.03996 0.37658
C 0.57527 -0.09325 4.14876
C 1.02563 -0.68071 2.86488
C 2.02254 -0.02735 2.09377
C 2.56468 -0.59922 0.93010
C 3.80441 -0.02988 0.31535
C 1.93494 -1.73909 0.40831
C 0.89249 -2.39261 1.10949
C 0.31036 -3.67075 0.59809
C 0.46746 -1.84371 2.33035
H 1.30728 -0.36036 4.92127
H -0.39186 -0.47644 4.46958
H 0.55188 0.99606 4.09951
H 2.42205 0.91719 2.44852
H 4.65216 -0.56474 0.75881
H 3.95386 1.02022 0.56892
H 3.86704 -0.18418 -0.75959
H 2.31489 -2.16469 -0.51279
H 0.89395 -4.49598 1.02246
H 0.38035 -3.77393 -0.48376
H -0.71923 -3.82926 0.91916
H -0.31536 -2.34997 2.88833
N 1.18349 1.77639 -0.38227
C 0.96372 2.33987 -1.77340
C 1.80767 1.65527 -2.83056
C 1.70658 0.13118 -2.87686
C 0.27763 -0.40320 -2.90281
N -0.05983 -1.14807 -1.62844
H 0.84000 2.47842 0.27952
H 2.19258 1.74357 -0.23703
H 1.22451 3.39692 -1.72171
H -0.10131 2.28299 -1.97968
H 2.85549 1.94780 -2.72524
H 1.48660 2.06441 -3.79098
H 2.22648 -0.31130 -2.02069
H 2.25369 -0.22131 -3.75053
H 0.12453 -1.10337 -3.72333
H -0.46100 0.38539 -3.01679
H 0.45782 -2.02224 -1.66611
H -1.04481 -1.41352 -1.71589
N -1.83660 -0.95292 0.92290
C -2.57690 -0.08373 1.90663
C -1.77971 1.13517 2.30751
O -2.16870 1.95304 3.05581
O -0.51050 1.18265 1.72618
H -2.40981 -1.00743 0.07318
H -1.84159 -1.90080 1.29007
H -2.81032 -0.63645 2.81695
H -3.51831 0.26429 1.48648
F -1.17537 0.83174 -0.66289
Sb -3.87843 0.67745 -2.21861
F -3.45227 2.41358 -1.78399
F -4.54684 0.44662 -0.49642
F -5.39707 0.37724 -3.17181
F -2.95941 -0.95368 -1.81509
F -2.66988 0.77179 -3.62578

No. 5
Here is C11H22O2 in the gas phase at a distorted geometry from OMol25. Energies are from ωB97M-V with the def2-TZVPD basis set.

Computed properties:
* total charge: 0
* energy: -15850.4460 eV
* molecular weight: 186.29 g/mol
* SMILES: CCCCCCCCCCC(=O)O

CARTESIAN COORDINATES (ANGSTROEM)
C -1.54135 4.24642 0.79041
C -0.49337 3.37015 -0.02745
C 0.19197 2.28307 0.86405
C 1.08863 1.48396 0.19167
C 1.45058 0.48572 1.03449
C 2.42913 -0.55629 0.56116
C 1.71475 -1.27239 -0.46958
C 0.42609 -1.82377 -0.43878
C -0.17290 -2.61532 -1.54937
C -1.79788 -2.62446 -1.49752
C -2.10264 -2.96972 -0.12603
O -2.51289 -2.10315 0.62937
O -2.58039 -4.25038 -0.08241
H -1.97359 4.97893 0.05773
H -1.21874 4.90910 1.54543
H -2.36060 3.69643 1.11043
H 0.45038 4.16078 -0.39607
H -0.88081 3.08680 -1.00461
H 0.64008 3.00865 1.88113
H -0.71219 1.82225 1.39610
H 1.80367 2.13390 -0.15104
H 0.78534 0.99018 -0.67714
H 2.37246 0.89346 1.72893
H 0.77285 -0.12731 1.61570
H 2.92373 -1.38169 1.30027
H 3.47258 -0.12753 0.29050
H 1.76034 -0.64341 -1.60691
H 2.55765 -2.15438 -0.77790
H -0.16612 -1.11814 -0.22161
H 0.49534 -2.45851 0.71324
H -0.00432 -2.28635 -2.35559
H 0.06443 -3.68048 -1.31469
H -2.15223 -3.25283 -2.35875
H -2.07241 -1.52778 -1.58223
H -2.65757 -4.57589 0.92709

No. 6
Here is 3 unconnected molecules or ions with the total composition C20H40FN2O6P from OMol25. Energies are from ωB97M-V with the def2-TZVPD basis set.

Computed properties:
* total charge: 0
* energy: -48660.6840 eV
* molecular weight: 454.52 g/mol
* SMILES: CCOC[C@](C#N)(C[C@H](C)F)[C@](C#N)(CC)P(=O)(O)O.CCOCC.CCOCC

CARTESIAN COORDINATES (ANGSTROEM)
C -0.63926 -2.95201 0.78426
C 0.55734 -2.19047 0.22071
O 0.95823 -1.20146 1.16407
C 1.75533 -0.16582 0.65674
C 1.05281 1.22002 0.87259
C -0.38589 0.89563 0.99259
N -1.51084 0.69485 1.07829
C 1.20322 2.14119 -0.37372
C 0.06013 3.13453 -0.62549
C -0.82843 2.77294 -1.79341
F 0.63546 4.37978 -0.87620
C 1.56830 1.92355 2.19249
C 1.57491 0.93563 3.28072
N 1.59828 0.16490 4.12972
C 0.77407 3.18396 2.66429
C -0.56544 2.93860 3.35860
P 3.31800 2.58952 2.00379
O 3.31991 4.01402 1.68826
O 4.10610 2.16051 3.32919
O 4.04766 1.64726 0.94438
H -0.84598 -2.57751 1.78780
H -1.53414 -2.78123 0.18695
H -0.44126 -4.02107 0.84780
H 0.29505 -1.71017 -0.72914
H 1.39871 -2.87049 0.04422
H 2.71583 -0.18946 1.16368
H 1.93754 -0.29740 -0.41408
H 2.13068 2.71411 -0.32417
H 1.28451 1.49458 -1.24963
H -0.55665 3.26686 0.26458
H -1.33627 3.67975 -2.12603
H -1.59897 2.06418 -1.48776
H -0.24775 2.36978 -2.62488
H 1.42195 3.73086 3.35493
H 0.65884 3.85584 1.81466
H -0.88581 3.87590 3.81800
H -0.48713 2.19096 4.14932
H -1.34581 2.63914 2.66403
H 3.67818 2.45394 4.14406
H 4.99916 1.60203 1.10533
C 3.88181 -4.34875 -1.65905
C 3.31326 -5.25429 -0.57947
O 2.24772 -6.07724 -1.01534
C 2.55017 -6.98905 -2.05709
C 3.63698 -7.99156 -1.70992
H 3.09593 -3.72344 -2.08635
H 4.64836 -3.70104 -1.23114
H 4.34310 -4.91355 -2.47000
H 2.88501 -4.64593 0.21829
H 4.10948 -5.85415 -0.12418
H 2.80602 -6.45259 -2.97820
H 1.61272 -7.51267 -2.24499
H 4.60081 -7.51143 -1.53624
H 3.76371 -8.69602 -2.53287
H 3.36903 -8.55132 -0.81299
C -5.49155 4.59836 -1.73197
C -5.36594 3.26598 -2.45101
O -4.58735 2.30632 -1.76033
C -5.04589 1.93396 -0.47064
C -6.43428 1.31868 -0.45961
H -4.50542 5.01897 -1.52940
H -6.04740 5.30192 -2.35311
H -6.02248 4.50516 -0.78386
H -4.85020 3.40862 -3.40128
H -6.35875 2.86399 -2.68436
H -5.00169 2.78793 0.21534
H -4.31501 1.20645 -0.11679
H -7.20125 2.02308 -0.78487
H -6.68630 1.00088 0.55280
H -6.47190 0.44750 -1.11501

No. 7
Here is 3 unconnected molecules or ions with the total composition C36H75BFINO6S at a distorted geometry from OMol25. Energies are from ωB97M-V with the def2-TZVPD basis set.

Computed properties:
* total charge: +1
* energy: -74636.4816 eV
* molecular weight: 806.78 g/mol

CARTESIAN COORDINATES (ANGSTROEM)
C 1.55601 3.31434 2.90312
C -0.07402 3.38264 3.07367
C -0.87586 3.70640 1.64172
O -1.98074 2.73747 1.58351
C -2.81189 2.95081 0.35079
N -3.62176 1.65807 0.10737
C -5.07332 1.90332 -0.22339
B -5.39515 2.91522 -1.46915
O -4.45683 3.66117 -2.31546
O -6.85353 3.17184 -1.75114
C -6.00864 0.56178 -0.34387
C -5.25077 -0.79720 -0.84655
S -6.02231 -2.20682 0.19214
C -5.56121 -0.95548 -2.45743
C -6.24516 -2.37973 -2.89226
C -7.90658 -2.39813 -2.74501
I -5.89402 -2.54685 -5.09181
C -3.64178 -0.84213 -0.46620
C -2.82822 -2.11122 -1.10547
C -2.67745 -3.30184 0.05996
C -1.14289 -3.29707 0.72556
C -0.10152 -4.17056 -0.19044
O 0.23233 -5.50816 0.39422
C -1.01056 -6.22843 0.75971
O -1.12892 -6.72343 2.00145
C -2.89932 0.63127 -0.72171
F -2.87115 0.83161 -2.17432
O -1.48380 0.40497 -0.27672
C -0.52693 0.90357 -1.27081
C 0.99076 0.90709 -0.56571
C 1.24536 -0.36276 0.43785
C 2.17290 1.10179 -1.71243
C 2.54267 -0.26752 -2.53393
C 3.75653 -1.08839 -1.74461
C 3.21855 0.19962 -3.98623
H 2.01755 3.55246 3.97673
H 2.00834 4.09090 2.15198
H 1.89515 2.19207 2.67813
H -0.41620 2.28849 3.40504
H -0.43752 4.09379 3.95520
H -1.37245 4.77627 1.75601
H -0.12717 3.62717 0.74516
H -3.51886 3.86452 0.65265
H -2.17969 3.27644 -0.57776
H -3.65022 1.23107 1.08672
H -5.49862 2.47541 0.73941
H -3.53005 3.28993 -2.31503
H -7.37844 3.06566 -0.88068
H -6.40788 0.33002 0.75785
H -6.97375 0.68360 -1.00111
H -5.45663 -3.43904 -0.20025
H -6.23073 -0.07859 -2.90141
H -4.53781 -0.88706 -3.06886
H -5.73244 -3.33670 -2.44560
H -8.11731 -3.09533 -1.80057
H -8.32625 -1.33350 -2.50133
H -8.42754 -2.92263 -3.65847
H -3.60455 -0.98663 0.71827
H -3.40220 -2.65574 -1.99981
H -1.76083 -1.86802 -1.51986
H -3.40311 -3.14229 0.96922
H -2.86382 -4.36780 -0.39617
H -1.22545 -3.67297 1.85554
H -0.86546 -2.14451 0.81386
H -0.57104 -4.27658 -1.28171
H 0.94563 -3.63655 -0.35797
H -1.92895 -6.33940 0.03127
H -0.39750 0.19053 -2.22005
H -0.69778 2.03832 -1.58775
H 1.03950 1.88271 0.10593
H 0.53622 -0.20741 1.38076
H 1.07560 -1.41534 -0.08547
H 2.37511 -0.30897 0.81228
H 1.83598 1.91359 -2.50719
H 3.12271 1.54157 -1.14153
H 1.60227 -0.93871 -2.75081
H 4.66429 -1.28330 -2.46692
H 3.26982 -2.08132 -1.32454
H 4.17642 -0.39682 -0.87421
H 3.92833 1.13507 -3.77433
H 3.89029 -0.66060 -4.42816
H 2.38778 0.44153 -4.79635
C 1.33225 2.23877 6.59719
C 0.71807 1.83197 7.92730
C -0.70013 2.37141 8.13236
C -0.82532 3.89850 8.16561
C 0.01761 4.60413 9.23196
C -0.35850 4.21509 10.65305
H 1.45053 3.32380 6.52192
H 2.32452 1.78905 6.48822
H 0.71319 1.89912 5.76085
H 1.37139 2.15006 8.74681
H 0.68092 0.73673 7.97186
H -1.10285 1.95160 9.06214
H -1.34315 1.99146 7.32836
H -1.88094 4.15439 8.32356
H -0.56038 4.30708 7.18407
H -0.11904 5.68666 9.12045
H 1.08339 4.41116 9.06795
H -1.41319 4.43218 10.85103
H 0.24365 4.78223 11.36971
H -0.18280 3.15214 10.84068
C 6.41348 -0.61566 -7.31587
C 6.45256 -2.13534 -7.34677
C 6.12522 -2.77945 -5.99684
C 7.09486 -2.44862 -4.85705
C 8.56067 -2.80945 -5.11539
C 8.78887 -4.29948 -5.31548
H 7.16920 -0.20586 -6.63919
H 6.61104 -0.21424 -8.31515
H 5.43046 -0.25656 -6.99530
H 7.43193 -2.47099 -7.70420
H 5.72007 -2.48638 -8.08376
H 6.07661 -3.86691 -6.13094
H 5.11775 -2.46944 -5.69163
H 6.75626 -2.97207 -3.95367
H 7.03383 -1.37933 -4.62582
H 9.15500 -2.47952 -4.25464
H 8.94410 -2.25934 -5.98165
H 8.44446 -4.86746 -4.44514
H 9.85607 -4.50139 -5.45015
H 8.26678 -4.67265 -6.20099

No. 8
Here is C9H11PS in the gas phase at a distorted geometry from OMol25. Energies are from ωB97M-V with the def2-TZVPD basis set.

Computed properties:
* total charge: 0
* energy: -29630.1294 eV
* molecular weight: 182.23 g/mol
* 2S+1: 3

CARTESIAN COORDINATES (ANGSTROEM)
C -0.84090 2.27904 0.35303
C -1.57787 1.87552 -0.91615
C 0.20341 1.57202 0.79081
C -0.46166 -2.20177 0.34687
C -1.10723 1.01589 -1.79649
C -0.67604 -1.63408 -0.85122
C 0.32670 -1.48423 1.53309
C 1.51349 -0.65169 1.06236
C 1.04616 0.44971 0.06168
P 0.23533 -0.20696 -1.43482
S 1.46445 -0.74406 -3.15844
H -1.33752 3.10102 0.85679
H -2.47212 2.53354 -1.06913
H 0.76827 1.86550 1.70876
H -0.95681 -3.07785 0.61540
H -1.56322 1.02277 -2.82866
H -1.23280 -2.15567 -1.68740
H -0.29128 -0.69025 1.95127
H 0.86242 -2.15674 2.24217
H 1.93638 -0.28285 1.95175
H 2.20577 -1.37822 0.61286
H 1.95504 0.94935 -0.34455